Below is 5 unconnected molecules or ions with the total composition C27H54B3NO16S, with properties calculated with ωB97M-V/def2-TZVPD.

CARTESIAN COORDINATES (ANGSTROEM)
C -2.34 3.86 5.02
O -3.45 4.54 4.47
C -4.54 3.73 4.08
C -4.59 3.56 2.57
C -3.25 3.06 2.03
C -3.23 2.77 0.53
C -1.93 3.24 -0.11
C -0.66 2.72 0.57
C -0.29 1.27 0.16
C -0.25 0.31 1.36
C 0.73 -0.87 1.14
B 0.06 -2.16 0.58
O -1.23 -2.14 0.04
B -1.99 -3.28 0.15
O -1.39 -4.42 0.64
B -0.05 -4.46 0.30
N 0.52 -5.58 -0.44
C -0.05 -5.96 -1.45
S -0.72 -6.40 -2.78
O 0.73 -3.38 0.60
H -2.08 4.31 5.98
H -1.47 3.95 4.37
H -2.54 2.80 5.18
H -5.46 4.23 4.41
H -4.52 2.75 4.57
H -4.80 4.54 2.13
H -5.40 2.87 2.31
H -2.53 3.85 2.21
H -2.93 2.17 2.57
H -3.41 1.71 0.31
H -4.05 3.33 0.06
H -1.91 4.33 -0.12
H -1.88 2.89 -1.15
H 0.15 3.37 0.26
H -0.70 2.78 1.65
H -0.97 0.89 -0.60
H 0.72 1.28 -0.25
H -1.25 -0.07 1.57
H 0.11 0.86 2.22
H 1.52 -0.56 0.46
H 1.20 -1.13 2.09
H -3.13 -3.32 -0.19
C -5.82 -6.48 -7.90
C -4.58 -5.81 -8.45
O -4.25 -4.62 -7.73
C -3.64 -4.81 -6.57
O -3.32 -5.87 -6.10
O -3.42 -3.62 -6.01
C -2.81 -3.68 -4.72
H -6.65 -5.78 -7.87
H -6.10 -7.33 -8.52
H -5.65 -6.84 -6.89
H -4.75 -5.48 -9.48
H -3.73 -6.49 -8.45
H -1.90 -4.28 -4.75
H -3.50 -4.09 -3.99
H -2.56 -2.66 -4.45
C 7.24 -5.95 -3.17
C 6.72 -7.30 -3.62
O 5.91 -7.92 -2.61
C 4.67 -7.46 -2.52
O 4.17 -6.61 -3.21
O 4.06 -8.12 -1.53
C 2.72 -7.68 -1.28
H 7.77 -6.05 -2.22
H 7.93 -5.55 -3.91
H 6.43 -5.24 -3.03
H 7.54 -7.99 -3.79
H 6.15 -7.22 -4.55
H 2.12 -7.69 -2.19
H 2.73 -6.68 -0.85
H 2.30 -8.38 -0.56
C 4.30 -0.26 5.25
C 3.50 0.43 4.17
O 2.38 1.15 4.72
C 2.67 2.33 5.27
O 3.76 2.84 5.33
O 1.54 2.84 5.76
C 1.69 4.08 6.45
H 3.65 -0.90 5.85
H 5.08 -0.88 4.81
H 4.77 0.46 5.92
H 3.07 -0.30 3.49
H 4.13 1.10 3.58
H 2.20 4.81 5.83
H 2.23 3.94 7.38
H 0.69 4.43 6.66
C 2.67 9.11 -0.78
C 2.02 7.83 -1.28
O 1.42 7.09 -0.20
C 0.23 7.55 0.21
O -0.36 8.49 -0.24
O -0.17 6.78 1.22
C -1.41 7.19 1.81
H 3.38 8.89 0.01
H 3.20 9.60 -1.60
H 1.93 9.80 -0.39
H 2.76 7.16 -1.70
H 1.27 8.04 -2.04
H -2.19 7.30 1.06
H -1.28 8.13 2.35
H -1.70 6.42 2.52

strongest force on any atom = 0.98 eV/Å
frontier orbital gap = 10.003 eV
electronic energy = -2792.869161 Ha
LUMO = 0.32 eV
HOMO energy = -9.69 eV
SMILES = COCCCCCCCCCB1OBOB(N=C=S)O1.CCOC(=O)OC.CCOC(=O)OC.CCOC(=O)OC.CCOC(=O)OC

Löwdin atomic charge list, values in e, 8 entries: number 1, C, carries -0.114; number 2, O, carries -0.188; number 3, C, carries -0.242; number 4, C, carries -0.175; number 5, C, carries -0.218; number 6, C, carries -0.197; number 7, C, carries -0.211; number 8, C, carries -0.198